64
Properties=species:S:1:pos:R:3:mulliken_charge:R:1 method="wB97M-V/def2-TZVPD" multiplicity=1 lumo_ev="-4.52 / -4.60" total_charge=+1
Pt 0.607 -0.049 0.648 1.140
O 1.426 -0.393 -1.285 -0.726
C -0.200 0.054 2.612 -0.819
C 0.435 -2.142 2.155 -0.023
C 2.316 1.792 -1.384 0.621
C 1.154 -3.442 1.794 2.541
C 2.333 4.468 -0.632 -0.450
C 2.087 -3.945 2.905 -1.862
C 3.513 -0.666 2.455 -1.427
C 3.479 3.889 -1.161 -0.741
C 3.470 2.557 -1.543 -0.435
C 2.246 1.176 3.478 -1.950
C -3.538 -0.653 1.047 -1.508
C 2.345 -0.983 4.679 -1.604
C -2.888 1.237 2.565 -1.807
C -1.379 -0.736 2.277 -0.655
C -0.960 -2.032 2.001 -0.779
C 1.168 3.721 -0.493 -0.897
C 2.257 -0.347 3.282 2.002
C -2.804 -0.275 2.342 1.920
C 3.258 -0.183 -2.743 -1.569
C 0.127 -4.558 1.539 -2.161
C -3.453 -1.005 3.536 -1.645
C 0.946 -0.798 2.610 0.145
C 2.280 0.370 -1.762 0.902
C 1.162 2.392 -0.871 -0.382
C 1.943 -3.249 0.481 -1.760
H 3.425 -0.244 1.453 0.120
H -4.488 -0.670 3.640 0.448
H 0.222 1.853 -0.859 0.823
H 3.226 1.489 3.840 0.480
H 2.949 -3.307 3.068 0.281
H -3.546 -1.734 0.889 0.324
H 0.664 -5.493 1.373 0.454
H -0.476 -4.363 0.649 0.387
H -0.251 1.012 3.098 0.665
H -1.621 -2.830 1.702 0.686
H 2.348 -4.216 0.167 0.544
H 3.248 -0.632 5.187 0.464
H 2.341 5.512 -0.344 0.428
H -4.573 -0.312 1.101 0.444
H -3.933 1.553 2.546 0.437
H 4.381 4.476 -1.278 0.408
H -2.926 -0.783 4.468 0.387
H 0.267 4.181 -0.110 0.439
H -3.453 -2.087 3.390 0.352
H 2.051 1.700 2.541 0.328
H 1.483 -0.690 5.286 0.354
H -0.537 -4.702 2.395 0.454
H 4.254 -0.181 -2.293 0.380
H 1.508 1.489 4.221 0.350
H 2.381 -2.070 4.643 0.223
H -3.067 -0.183 0.179 0.331
H -2.355 1.787 1.784 0.338
H 2.989 -1.204 -2.996 0.380
H 2.772 -2.551 0.597 0.175
H -2.475 1.522 3.536 0.363
H 1.550 -4.055 3.851 0.413
H 4.381 -0.211 2.935 0.540
H 2.461 -4.931 2.622 0.488
H 3.713 -1.730 2.365 0.142
H 1.288 -2.880 -0.309 0.316
H 4.375 2.109 -1.935 0.351
H 3.298 0.431 -3.642 0.431

---

76
Properties=species:S:1:pos:R:3:mulliken_charge:R:1 method="wB97M-V/def2-TZVPD" multiplicity=1 e_above_lowest_kj_mol=0.0 lumo_ev=4.09 total_charge=-2
Pd 0.835 0.031 0.009 0.074
Si 2.838 -2.634 1.266 -0.258
Si 0.922 -0.132 -3.207 0.441
O 1.481 0.942 1.805 -0.538
O -4.902 -0.488 4.950 -0.660
O -4.367 -2.268 3.877 -0.634
O -1.069 2.194 0.684 -0.048
O 1.245 2.217 3.621 -0.808
O -0.405 2.421 -1.480 -1.043
N -4.122 -1.142 4.273 1.007
N 1.607 -2.050 0.262 0.505
N 0.278 -0.762 -1.758 0.549
C -1.208 4.613 -2.048 -2.095
C -0.446 0.633 3.196 0.000
C -2.555 0.744 4.367 -0.590
C -1.519 3.481 0.262 1.610
C 0.682 -4.212 -0.494 -0.265
C 2.195 1.228 -2.948 -0.924
C 4.001 -3.875 0.415 -1.135
C 2.257 -3.500 2.855 -1.098
C -0.387 0.599 -4.368 -0.810
C -0.135 -4.929 -1.370 -0.958
C -2.846 -0.529 3.896 0.069
C -2.889 3.744 0.864 -1.952
C -1.493 3.332 -1.283 1.513
C -0.840 -4.269 -2.358 -0.544
C 0.877 1.323 2.848 0.149
C -2.756 2.666 -1.824 -1.939
C -1.344 1.309 4.020 -0.615
C 0.109 -2.145 -1.615 -0.056
C -0.762 -0.643 2.740 0.309
C -1.966 -1.236 3.092 -0.905
C 0.831 -2.818 -0.571 0.500
C 1.800 -1.478 -4.208 -1.165
C -0.510 4.504 0.779 -2.021
C -0.715 -2.879 -2.459 -0.413
C 3.936 -1.207 1.794 -0.824
B -0.239 1.653 -0.312 0.822
H -1.058 2.290 4.376 0.474
H -1.200 4.400 -3.119 0.465
H 0.469 4.335 0.330 0.338
H 3.529 -4.835 0.199 0.322
H -3.309 4.682 0.488 0.306
H -1.495 -4.811 -3.032 0.336
H 1.544 -2.873 3.397 0.263
H -0.890 1.428 -3.866 -0.111
H -2.598 2.410 -2.872 0.495
H -0.068 -1.173 2.097 0.788
H 1.766 -4.454 2.644 0.328
H -3.625 3.326 -1.750 0.387
H 1.753 2.080 -2.432 0.070
H 2.594 1.563 -3.913 0.321
H 3.022 0.855 -2.338 0.189
H -0.238 5.022 -1.775 0.384
H 3.105 -3.695 3.520 0.353
H 4.343 -3.453 -0.534 0.276
H -0.829 5.530 0.575 0.372
H -2.960 1.742 -1.281 0.320
H -1.275 -2.335 -3.214 0.334
H -2.794 3.817 1.949 0.480
H 2.605 -1.915 -3.610 0.286
H -1.979 5.363 -1.850 0.349
H 4.658 -1.523 2.555 0.333
H -3.577 2.931 0.641 0.385
H 4.880 -4.060 1.041 0.298
H -3.269 1.261 4.991 0.467
H 3.348 -0.374 2.183 0.130
H 1.210 -4.752 0.286 0.196
H -0.224 -6.006 -1.255 0.335
H 4.493 -0.834 0.930 0.193
H -0.403 4.368 1.856 0.488
H 0.059 0.974 -5.296 0.326
H -2.225 -2.225 2.743 0.538
H 1.124 -2.288 -4.486 0.323
H 2.235 -1.056 -5.120 0.353
H -1.138 -0.152 -4.628 0.260